No. 1
Here is a molecular structure, C12H48N2O12 in a non-equilibrium geometry from OMol25. Energies are from ωB97M-V/def2-TZVPD.

Computed properties:
Highest occupied orbital energy ... -8.23 eV
Frontier orbital gap ... 8.17 eV
Multiplicity ... 1
Total charge ... 0
Relative energy (zero: lowest compared OMol25 entry of this formula, charge and spin) ... 526.1 kcal/mol

Each line ends with the Mulliken charge.
Geometry (Å):
1 C -0.108 1.960 -2.446  -0.883
2 O 1.197 1.335 -2.537  -0.643
3 H -0.182 2.817 -1.776  0.609
4 H -0.414 2.170 -3.471  0.394
5 H -0.877 1.248 -2.148  -0.136
6 H 1.169 0.377 -2.595  0.403
7 C 0.249 0.037 -0.087  0.849
8 O -0.881 -0.245 -0.851  -1.138
9 H 0.103 -0.704 0.699  -0.207
10 H 1.182 -0.333 -0.512  0.999
11 H 0.462 1.061 0.222  -2.995
12 H -1.418 0.541 -0.728  -0.379
13 C 0.727 2.453 2.440  -0.357
14 O 1.616 1.802 3.263  -0.351
15 H 1.124 3.413 2.110  1.014
16 H 0.556 1.897 1.519  -1.029
17 H -0.229 2.591 2.945  0.264
18 H 2.458 2.259 3.320  0.340
19 C 3.977 -0.602 -0.221  -0.973
20 O 2.822 -0.649 0.540  -0.102
21 H 4.294 0.440 -0.254  0.216
22 H 4.609 -1.365 0.233  0.343
23 H 3.689 -0.824 -1.249  0.174
24 H 2.123 -0.913 -0.063  -0.233
25 C 0.913 3.411 -0.122  0.432
26 O 1.774 4.331 0.478  -0.646
27 H 0.883 2.427 0.346  1.302
28 H -0.059 3.892 -0.230  0.254
29 H 1.403 3.419 -1.095  0.231
30 H 2.464 3.774 0.848  0.381
31 C -2.699 -1.600 0.553  0.652
32 O -2.575 -1.862 1.971  -0.762
33 H -3.551 -0.936 0.411  0.621
34 H -1.878 -1.022 0.126  -1.500
35 H -2.780 -2.586 0.095  0.330
36 H -2.640 -1.006 2.401  0.357
37 C -1.312 0.314 2.457  -1.645
38 O -2.581 0.047 2.888  -0.374
39 H -1.136 -0.470 1.720  0.777
40 H -1.318 1.299 1.989  0.060
41 H -0.468 0.232 3.142  1.328
42 H -2.796 0.444 3.735  0.389
43 C 1.805 -0.397 2.259  -0.930
44 O 1.217 -0.085 3.491  -0.982
45 H 1.242 -0.245 1.338  0.592
46 H 2.688 0.209 2.059  0.431
47 H 2.350 -1.334 2.377  0.593
48 H 1.281 0.871 3.560  0.769
49 C -2.207 2.306 -0.918  -1.368
50 O -2.157 1.030 -0.194  -0.190
51 H -1.720 3.092 -0.341  0.368
52 H -1.638 2.312 -1.848  0.640
53 H -3.205 2.479 -1.321  0.495
54 H -2.675 1.033 0.614  0.594
55 C 1.347 -2.365 -2.761  -0.999
56 O 0.972 -1.105 -2.172  -0.499
57 H 1.170 -2.350 -3.836  0.397
58 H 2.409 -2.544 -2.588  0.189
59 H 0.806 -3.179 -2.278  0.386
60 H 0.019 -1.032 -2.262  0.195
61 C 0.544 -2.884 0.594  -1.616
62 O 1.766 -2.344 0.997  -0.445
63 H -0.336 -2.245 0.514  1.861
64 H 0.706 -3.549 -0.255  0.356
65 H 0.169 -3.584 1.340  0.410
66 H 1.721 -2.168 1.939  0.318
67 C -1.806 -2.154 -2.861  0.426
68 O -0.759 -2.503 -3.486  -0.700
69 N -1.911 -1.683 -1.684  0.115
70 N -3.021 -2.434 -3.259  -0.381
71 H -2.768 -1.518 -1.176  0.128
72 H -1.032 -1.639 -1.188  0.128
73 H -3.624 -1.965 -2.598  0.098
74 H -3.247 -2.902 -4.124  0.255

---

No. 2
Here is 12 unconnected molecules or ions with the total composition C12H48O12 in a non-equilibrium geometry from OMol25. Energies are from ωB97M-V/def2-TZVPD.

Computed properties:
Highest occupied orbital energy ... -9.23 eV
Frontier orbital gap ... 8.99 eV
Multiplicity ... 1
Total charge ... 0
Relative energy (zero: lowest compared OMol25 entry of this formula, charge and spin) ... 140.4 kcal/mol
SMILES string ... CO.CO.CO.CO.CO.CO.CO.CO.CO.CO.CO.CO

Each line ends with the Mulliken charge.
Geometry (Å):
1 C -2.847 -1.598 1.613  -0.428
2 O -2.000 -2.204 2.594  -0.515
3 H -3.594 -0.959 2.083  0.403
4 H -2.261 -0.977 0.935  -0.043
5 H -3.369 -2.389 1.075  0.247
6 H -1.626 -1.415 2.993  0.403
7 C -0.236 0.916 4.339  -0.859
8 O -0.336 0.062 3.277  -0.207
9 H -0.761 1.860 4.198  0.300
10 H -0.688 0.516 5.247  0.286
11 H 0.783 1.282 4.463  0.299
12 H -0.146 0.532 2.462  0.271
13 C 0.508 0.399 -0.062  0.866
14 O -0.164 1.361 0.779  -0.549
15 H -0.140 -0.379 -0.466  -0.379
16 H 1.020 0.930 -0.865  -0.109
17 H 1.148 -0.132 0.643  -0.126
18 H -0.824 1.820 0.255  -0.002
19 C 0.577 -0.962 -2.974  -0.310
20 O 1.932 -0.546 -3.118  -0.512
21 H 0.354 -1.747 -2.251  0.285
22 H -0.031 -0.095 -2.717  -0.143
23 H 0.239 -1.292 -3.957  0.423
24 H 2.392 -1.104 -3.750  0.250
25 C 2.029 3.646 2.657  -0.252
26 O 3.408 3.879 2.413  -0.571
27 H 1.653 2.661 2.379  -0.078
28 H 1.800 3.847 3.704  0.338
29 H 1.568 4.507 2.174  0.262
30 H 3.800 3.308 1.749  0.316
31 C -2.290 3.497 -1.328  -0.558
32 O -2.678 2.505 -0.384  -0.601
33 H -2.553 4.447 -0.864  0.244
34 H -1.252 3.306 -1.600  0.214
35 H -2.954 3.403 -2.187  0.365
36 H -3.609 2.296 -0.487  0.293
37 C -0.253 -4.038 0.676  -0.349
38 O -1.401 -4.426 -0.072  -0.607
39 H -0.287 -2.954 0.786  -0.081
40 H -0.038 -4.467 1.655  0.328
41 H 0.660 -4.266 0.125  0.320
42 H -1.681 -3.820 -0.762  0.496
43 C 2.169 -2.106 3.054  -0.084
44 O 3.197 -3.046 3.347  -0.582
45 H 2.378 -1.188 3.604  0.205
46 H 2.135 -1.946 1.977  -0.083
47 H 1.204 -2.437 3.437  0.231
48 H 2.857 -3.925 3.530  0.315
49 C -3.315 -3.202 -2.626  -0.831
50 O -2.238 -2.625 -1.917  -0.443
51 H -3.619 -4.158 -2.200  0.335
52 H -4.231 -2.612 -2.639  0.304
53 H -3.131 -3.321 -3.694  0.276
54 H -2.408 -1.685 -1.824  0.384
55 C 2.143 3.533 -1.326  -0.292
56 O 2.541 4.812 -1.766  -0.551
57 H 1.319 3.619 -0.618  0.106
58 H 1.769 2.837 -2.078  0.225
59 H 2.907 3.015 -0.747  0.213
60 H 1.834 5.184 -2.299  0.280
61 C 3.895 -1.123 -0.810  -0.390
62 O 3.671 0.184 -1.205  -0.491
63 H 2.998 -1.542 -0.355  0.008
64 H 4.278 -1.703 -1.650  0.278
65 H 4.673 -1.055 -0.050  0.236
66 H 3.102 0.190 -1.978  0.447
67 C -2.673 0.461 -3.132  -0.942
68 O -2.490 0.037 -1.810  -0.193
69 H -2.058 1.345 -3.301  0.303
70 H -2.282 -0.328 -3.775  0.369
71 H -3.695 0.799 -3.304  0.284
72 H -2.779 0.776 -1.269  0.158

---

No. 3
Here is 12 unconnected molecules or ions with the total composition C12H48O12 in a non-equilibrium geometry from OMol25. Energies are from ωB97M-V/def2-TZVPD.

Computed properties:
Highest occupied orbital energy ... -9.91 eV
Frontier orbital gap ... 9.91 eV
Multiplicity ... 1
Total charge ... 0
Relative energy (zero: lowest compared OMol25 entry of this formula, charge and spin) ... 189.6 kcal/mol
SMILES string ... CO.CO.CO.CO.CO.CO.CO.CO.CO.CO.CO.CO

Each line ends with the Mulliken charge.
Geometry (Å):
1 C 2.102 -10.585 -4.463  -0.607
2 O 1.514 -11.398 -5.501  -0.488
3 H 1.242 -10.146 -3.958  0.270
4 H 2.563 -11.126 -3.636  0.283
5 H 2.706 -9.755 -4.829  0.240
6 H 1.665 -12.311 -5.243  0.299
7 C 10.111 -16.555 -4.517  -0.440
8 O 10.231 -16.266 -3.153  -0.517
9 H 10.075 -15.708 -5.202  0.204
10 H 11.022 -17.041 -4.868  0.278
11 H 9.165 -17.091 -4.584  0.175
12 H 11.124 -16.289 -2.801  0.300
13 C 1.108 -20.179 -3.071  -0.492
14 O 1.522 -21.361 -3.746  -0.498
15 H 1.920 -19.900 -2.400  0.255
16 H 0.866 -19.282 -3.640  0.197
17 H 0.346 -20.422 -2.331  0.251
18 H 2.081 -21.142 -4.495  0.289
19 C -2.964 -12.233 -3.958  -0.452
20 O -2.170 -13.296 -3.459  -0.516
21 H -4.036 -12.425 -4.017  0.228
22 H -2.812 -11.376 -3.302  0.205
23 H -2.517 -12.121 -4.946  0.230
24 H -1.999 -14.015 -4.071  0.303
25 C 6.936 -12.546 -3.863  -0.575
26 O 6.876 -11.316 -3.158  -0.502
27 H 7.151 -13.371 -3.185  0.273
28 H 5.975 -12.854 -4.276  0.223
29 H 7.791 -12.587 -4.538  0.279
30 H 7.781 -11.000 -3.124  0.299
31 C 8.614 -14.071 -10.483  -0.610
32 O 7.984 -14.344 -9.269  -0.463
33 H 9.603 -13.638 -10.334  0.259
34 H 8.838 -14.968 -11.061  0.263
35 H 8.112 -13.302 -11.069  0.251
36 H 7.100 -14.684 -9.425  0.294
37 C 5.769 -15.694 -0.263  -0.447
38 O 5.274 -14.339 -0.184  -0.508
39 H 5.617 -16.182 -1.225  0.181
40 H 6.840 -15.664 -0.062  0.231
41 H 5.285 -16.305 0.499  0.252
42 H 5.725 -13.723 -0.765  0.293
43 C 5.897 -10.324 -7.800  -0.494
44 O 5.804 -9.979 -9.174  -0.523
45 H 6.871 -10.719 -7.512  0.256
46 H 5.677 -9.547 -7.068  0.281
47 H 5.201 -11.128 -7.563  0.192
48 H 5.637 -10.739 -9.736  0.291
49 C 4.145 -15.666 -12.239  -0.520
50 O 3.826 -15.118 -10.937  -0.492
51 H 3.956 -14.853 -12.940  0.304
52 H 5.123 -16.148 -12.214  0.214
53 H 3.523 -16.547 -12.393  0.208
54 H 3.130 -14.459 -10.999  0.288
55 C 3.437 -16.268 -5.586  -0.551
56 O 2.355 -15.618 -4.964  -0.462
57 H 3.873 -15.616 -6.343  0.215
58 H 4.175 -16.660 -4.887  0.188
59 H 2.941 -17.067 -6.137  0.309
60 H 1.572 -16.064 -5.297  0.301
61 C -3.651 -17.070 -5.698  -0.669
62 O -2.335 -16.610 -5.936  -0.467
63 H -4.103 -16.840 -4.733  0.267
64 H -4.373 -16.493 -6.275  0.284
65 H -3.845 -18.102 -5.988  0.292
66 H -2.134 -16.445 -6.860  0.295
67 C 0.023 -17.681 -10.515  -0.577
68 O 0.198 -16.639 -9.619  -0.437
69 H -0.987 -18.072 -10.390  0.235
70 H 0.269 -17.444 -11.550  0.236
71 H 0.750 -18.458 -10.277  0.272
72 H 1.032 -16.279 -9.929  0.272

---

No. 4
Here is 12 unconnected molecules or ions with the total composition C12H48O12 in a non-equilibrium geometry from OMol25. Energies are from ωB97M-V/def2-TZVPD.

Computed properties:
Highest occupied orbital energy ... -9.55 eV
Frontier orbital gap ... 9.91 eV
Multiplicity ... 1
Total charge ... 0
Relative energy (zero: lowest compared OMol25 entry of this formula, charge and spin) ... 152.4 kcal/mol
SMILES string ... CO.CO.CO.CO.CO.CO.CO.CO.CO.CO.CO.CO

Each line ends with the Mulliken charge.
Geometry (Å):
1 C 1.640 -3.141 2.487  -0.270
2 O 1.022 -3.833 3.525  -0.590
3 H 1.986 -2.144 2.759  0.036
4 H 2.500 -3.726 2.162  0.323
5 H 1.017 -2.945 1.614  0.193
6 H 0.355 -3.277 3.934  0.320
7 C 1.572 2.975 2.178  -0.895
8 O 1.790 1.565 2.130  -0.442
9 H 1.277 3.111 3.218  0.304
10 H 2.436 3.626 2.043  0.353
11 H 0.747 3.282 1.536  0.311
12 H 0.926 1.145 2.119  0.184
13 C -4.102 -0.224 -1.049  -0.636
14 O -3.293 0.708 -0.416  -0.453
15 H -5.025 0.347 -1.146  0.313
16 H -3.659 -0.583 -1.978  0.187
17 H -4.329 -1.010 -0.329  0.273
18 H -2.940 1.352 -1.034  0.344
19 C -2.356 2.704 -3.285  -0.778
20 O -1.799 1.864 -2.426  -0.419
21 H -3.426 2.830 -3.120  0.260
22 H -2.079 3.753 -3.181  0.298
23 H -2.000 2.447 -4.283  0.268
24 H -0.859 1.699 -2.532  0.380
25 C 4.660 -1.252 1.886  -0.154
26 O 5.226 -1.471 3.106  -0.565
27 H 5.183 -0.629 1.160  0.262
28 H 4.603 -2.246 1.442  0.272
29 H 3.690 -0.766 1.994  -0.134
30 H 4.670 -1.399 3.885  0.341
31 C -0.934 -1.810 5.245  -0.897
32 O 0.011 -1.189 4.364  -0.454
33 H -0.440 -2.525 5.903  0.350
34 H -1.240 -1.039 5.951  0.286
35 H -1.695 -2.268 4.613  0.383
36 H -0.476 -0.584 3.800  0.313
37 C -1.212 -0.552 -4.420  -0.330
38 O -1.921 -1.780 -4.786  -0.512
39 H -1.691 0.251 -4.982  0.296
40 H -1.240 -0.481 -3.333  -0.013
41 H -0.194 -0.477 -4.804  0.336
42 H -1.837 -1.973 -5.723  0.248
43 C -0.989 -3.747 -2.378  -0.257
44 O -2.318 -3.907 -2.844  -0.545
45 H -0.772 -4.599 -1.734  0.295
46 H -0.342 -3.743 -3.255  0.261
47 H -0.776 -2.909 -1.714  -0.067
48 H -2.496 -3.146 -3.402  0.318
49 C 0.982 2.897 -4.130  -0.787
50 O 0.744 2.008 -3.046  -0.330
51 H 1.975 3.327 -3.999  0.328
52 H 0.955 2.449 -5.124  0.294
53 H 0.252 3.704 -4.191  0.261
54 H 1.338 2.345 -2.371  0.164
55 C 0.206 -0.148 0.088  -0.585
56 O -0.865 -0.403 0.872  -0.250
57 H 0.118 -0.672 -0.864  0.106
58 H 0.392 0.865 -0.268  0.254
59 H 1.044 -0.581 0.634  0.326
60 H -1.667 -0.043 0.486  0.188
61 C 3.922 1.728 -0.903  -0.762
62 O 2.765 2.376 -0.417  -0.438
63 H 4.783 2.032 -0.307  0.354
64 H 3.853 0.640 -0.906  0.266
65 H 4.232 2.029 -1.904  0.313
66 H 2.661 2.089 0.493  0.426
67 C -2.946 0.629 3.539  -0.818
68 O -1.674 1.165 3.476  -0.469
69 H -3.243 0.055 2.661  0.221
70 H -3.087 -0.171 4.266  0.271
71 H -3.729 1.336 3.813  0.472
72 H -1.880 2.063 3.204  0.297

---

- Number 4 is which compound?
  C12H48O12

---

- Which value of total charge does entry 4 give?
  0